A structure of composition C36H50Cl2N5O3PS4W in a non-equilibrium geometry. Source: OMol25; level of theory: wB97M-V/def2-TZVPD.

Element x y z (Å)
W: -1.203 -0.019 0.830
N: 0.067 1.792 4.040
C: -1.252 1.641 3.888
N: -1.837 1.075 2.846
C: -3.224 1.219 2.935
C: -3.660 1.831 4.070
S: -2.347 2.290 5.077
C: -4.053 0.787 1.822
C: -5.413 0.779 1.766
S: -5.970 0.170 0.253
C: -4.321 -0.061 -0.236
N: -3.432 0.336 0.664
N: -3.949 -0.589 -1.405
H: 0.730 1.332 3.433
H: 0.423 2.234 4.872
H: -4.666 2.066 4.357
H: -6.118 1.069 2.518
H: -4.638 -0.891 -2.072
H: -2.976 -0.906 -1.457
Cl: 0.372 -2.581 7.481
C: 0.327 -2.027 5.856
C: 1.477 -1.477 5.282
C: 1.443 -1.037 3.965
Cl: 2.887 -0.379 3.266
C: 0.288 -1.108 3.185
O: 0.237 -0.583 1.925
C: -0.884 -1.699 3.776
C: -2.056 -1.859 3.036
O: -2.164 -1.450 1.779
C: -0.830 -2.135 5.123
H: 2.383 -1.399 5.860
H: -2.920 -2.362 3.462
H: -1.717 -2.568 5.555
O: -1.313 -1.063 -0.588
S: -2.127 -3.135 -0.107
C: -0.539 -3.599 0.653
C: -0.067 -4.874 -0.032
C: -0.476 -4.795 -1.499
C: -1.911 -4.293 -1.520
H: -0.709 -3.746 1.720
H: 0.136 -2.742 0.505
H: -0.546 -5.734 0.436
H: 1.011 -4.981 0.078
H: -0.405 -5.774 -1.975
H: 0.172 -4.109 -2.043
H: -2.620 -5.104 -1.344
H: -2.179 -3.786 -2.444
C: 3.663 -2.276 -2.491
C: 2.273 -2.332 -3.131
C: 1.262 -1.473 -2.358
C: 1.959 -0.303 -1.671
C: 2.889 -0.837 -0.570
C: 3.534 -2.173 -0.975
P: 0.689 0.852 -0.941
C: -0.190 1.735 -2.357
C: -1.598 1.169 -2.564
C: -2.249 1.866 -3.756
C: -1.555 1.455 -5.060
C: -0.101 1.040 -4.816
C: 0.544 1.869 -3.708
C: 1.610 2.333 -0.253
C: 2.219 2.032 1.111
C: 2.462 3.342 1.866
C: 2.924 4.449 0.905
C: 3.600 3.870 -0.336
C: 2.659 2.974 -1.161
H: 4.223 -1.418 -2.867
H: 4.226 -3.170 -2.756
H: 1.926 -3.368 -3.154
H: 2.336 -1.993 -4.165
H: 0.757 -2.056 -1.583
H: 0.492 -1.110 -3.038
H: 2.541 0.249 -2.414
H: 2.314 -0.969 0.357
H: 3.676 -0.108 -0.374
H: 2.935 -3.011 -0.615
H: 4.516 -2.255 -0.512
H: -0.317 2.749 -1.957
H: -2.187 1.342 -1.649
H: -1.550 0.094 -2.752
H: -2.167 2.944 -3.608
H: -3.311 1.626 -3.804
H: -1.591 2.284 -5.766
H: -2.090 0.623 -5.520
H: 0.471 1.167 -5.736
H: -0.055 -0.017 -4.556
H: 0.505 2.916 -4.011
H: 1.596 1.605 -3.619
H: 0.805 3.057 -0.082
H: 3.165 1.507 0.988
H: 1.530 1.378 1.664
H: 3.213 3.177 2.639
H: 1.544 3.660 2.363
H: 3.628 5.110 1.410
H: 2.072 5.061 0.601
H: 4.477 3.303 -0.023
H: 3.952 4.688 -0.965
H: 3.257 2.212 -1.660
H: 2.167 3.568 -1.930
S: -2.018 4.666 0.688
C: -1.681 3.152 0.587
N: -1.383 1.988 0.496

Cartesian forces (eV/Å) of the 6 atoms listed first:
W -0.7 2.5 -4.2
N 0.4 -0.1 0.2
C -0.3 0.2 -0.1
N -0.4 -0.2 0.4
C -0.2 0.5 0.9
C 0.2 -0.3 -0.5

The lowest unoccupied orbital energy (spin up / spin down) is -7.595 / -7.599 eV. The calculation puts the HOMO energy (spin up / spin down) at -12.659 / -12.412 eV. For the HOMO-LUMO gap (spin up / spin down), the calculation gives 5.064 / 4.812 eV. Its total charge is +2.

Löwdin atomic charge list, values in e, 5 entries: 1.7131, 0.1589, -0.6418, -0.0386, -0.3260

A structure of composition C36H50Cl4F20HfN2O26P2S4 in a non-equilibrium geometry. Source: OMol25; level of theory: wB97M-V/def2-TZVPD.

Element x y z (Å)
Hf: -4.154 -0.410 0.093
P: -4.982 1.889 2.330
F: -4.653 2.181 0.751
F: -6.013 0.709 1.854
F: -3.921 0.651 2.105
F: -5.176 1.441 3.859
F: -3.780 2.861 2.707
F: -6.161 2.936 2.419
P: -3.274 -3.112 -1.473
F: -3.634 -2.809 0.138
F: -2.349 -1.729 -1.374
F: -2.075 -4.111 -1.046
F: -2.872 -3.299 -2.986
F: -4.300 -4.318 -1.511
F: -4.434 -1.990 -1.726
C: -0.514 0.844 2.209
F: 0.782 0.776 2.281
F: -1.082 0.336 3.270
F: -0.871 2.088 2.001
S: -1.022 -0.168 0.652
O: 0.101 -0.705 -0.036
O: -2.028 -1.128 1.089
N: -2.222 0.735 -0.254
S: -1.291 1.662 -1.223
O: 0.098 1.783 -0.837
O: -1.505 1.313 -2.592
C: -2.019 3.410 -1.093
F: -2.932 3.562 -2.019
F: -2.472 3.555 0.150
F: -1.076 4.316 -1.267
N: -5.225 0.614 -1.557
S: -5.033 0.801 -3.162
O: -4.699 2.087 -3.699
O: -5.819 -0.094 -3.956
F: -3.646 0.027 -3.180
S: -6.636 1.681 -1.690
O: -7.781 1.187 -2.376
O: -6.430 3.101 -1.573
F: -7.146 1.242 -0.213
Cl: -0.724 4.329 5.761
C: -1.199 4.776 4.116
C: 0.058 5.182 3.404
Cl: -0.181 5.718 1.735
H: -1.881 5.606 4.278
H: -1.676 3.929 3.631
H: 0.761 4.347 3.459
H: 0.658 5.899 3.967
Cl: 3.343 0.110 6.026
C: 3.895 1.808 6.225
C: 2.888 2.791 5.626
Cl: 2.667 2.248 3.886
H: 4.872 1.762 5.752
H: 4.042 2.064 7.274
H: 3.329 3.783 5.688
H: 1.918 2.710 6.105
C: -4.012 -1.701 3.448
O: -4.632 -1.668 2.150
C: -5.861 -2.383 2.312
C: -6.573 -2.521 1.004
O: -6.327 -1.468 0.053
C: -7.312 -1.618 -0.974
H: -3.118 -1.078 3.484
H: -3.539 -2.659 3.677
H: -4.694 -1.330 4.209
H: -6.459 -1.877 3.075
H: -5.783 -3.404 2.696
H: -7.643 -2.635 1.182
H: -6.297 -3.502 0.606
H: -8.040 -0.807 -0.984
H: -7.801 -2.578 -1.111
H: -6.855 -1.421 -1.950
C: 4.702 1.056 1.070
O: 4.459 1.486 -0.247
C: 3.225 2.162 -0.460
C: 3.261 3.660 -0.273
O: 4.281 4.177 -1.105
C: 4.378 5.590 -1.129
H: 3.792 0.682 1.561
H: 5.031 1.920 1.656
H: 5.383 0.206 1.047
H: 2.434 1.738 0.169
H: 2.969 1.867 -1.479
H: 3.449 3.890 0.785
H: 2.292 4.126 -0.483
H: 4.919 5.862 -2.036
H: 4.966 5.927 -0.273
H: 3.403 6.075 -1.215
C: 1.466 -1.530 3.801
O: 0.415 -1.985 2.986
C: 0.648 -3.222 2.317
C: 0.782 -4.390 3.253
O: -0.557 -4.733 3.660
C: -0.620 -5.994 4.278
H: 2.277 -1.257 3.114
H: 1.814 -2.348 4.443
H: 1.160 -0.721 4.458
H: 1.555 -3.158 1.706
H: -0.154 -3.465 1.624
H: 1.373 -4.214 4.152
H: 1.163 -5.238 2.675
H: -1.664 -6.233 4.479
H: -0.044 -6.063 5.206
H: -0.264 -6.756 3.574
C: 5.197 0.300 -3.119
C: 6.417 0.004 -2.667
C: 6.683 -1.013 -1.615
O: 7.806 -1.358 -1.302
C: 5.501 -1.605 -1.013
C: 4.276 -1.250 -1.398
C: 4.013 -0.323 -2.573
O: 2.904 -0.047 -2.987
O: 3.154 -1.647 -0.763
O: 7.534 0.623 -3.089
H: 5.070 0.989 -3.942
H: 5.623 -2.317 -0.207
H: 2.415 -1.054 -0.975
H: 8.252 0.315 -2.508
C: 3.525 2.006 -5.893
C: 2.938 2.881 -5.065
C: 1.642 2.651 -4.340
O: 1.216 3.417 -3.501
C: 0.942 1.480 -4.829
C: 1.532 0.614 -5.664
C: 2.923 0.713 -6.201
O: 3.445 -0.171 -6.839
O: 0.831 -0.472 -6.035
O: 3.602 4.003 -4.715
H: 4.501 2.311 -6.251
H: -0.028 1.244 -4.408
H: 1.419 -1.058 -6.543
H: 2.961 4.580 -4.266
C: 0.863 -3.367 -1.800
C: 0.916 -2.799 -3.041
C: 1.950 -3.166 -4.018
O: 2.032 -2.622 -5.097
C: 2.758 -4.325 -3.611
C: 2.716 -4.868 -2.397
C: 1.767 -4.428 -1.344
O: 1.702 -4.872 -0.216
O: 3.574 -5.853 -2.078
O: 0.110 -1.735 -3.248
H: 0.159 -3.046 -1.047
H: 3.479 -4.681 -4.337
H: 3.350 -6.205 -1.202
H: 0.457 -1.290 -4.046

Cartesian forces (eV/Å) of the 6 atoms listed first:
Hf 1.0 -1.3 1.2
P -1.3 1.2 1.3
F -0.6 -0.2 -0.6
F -0.6 -0.1 -0.4
F 2.6 -1.1 -0.4
F 0.3 0.0 -0.6

The lowest unoccupied orbital energy is -2.320 eV. The calculation puts the HOMO energy at -8.989 eV. For the HOMO-LUMO gap, the calculation gives 6.669 eV. Its total charge is 0.

Löwdin atomic charge list, values in e, 5 entries: 2.1056, 0.2029, -0.1822, -0.1668, -0.2482

A structure of composition C36H50FN7O6V in a non-equilibrium geometry. Source: OMol25; level of theory: wB97M-V/def2-TZVPD.

Element x y z (Å)
V: 0.655 -0.424 -2.071
C: 4.763 -3.836 -1.244
N: 3.912 -3.890 -2.428
C: 3.961 -5.113 -3.215
C: 3.050 -2.889 -2.666
O: 2.903 -1.917 -1.932
C: 2.208 -2.981 -3.928
O: 1.338 -1.878 -3.902
C: 0.611 -1.721 -5.097
C: -0.229 -0.466 -4.953
O: -0.305 0.104 -3.860
N: -0.885 -0.032 -6.028
C: -0.882 -0.673 -7.332
C: -1.714 1.164 -5.936
H: 5.784 -4.094 -1.519
H: 4.413 -4.535 -0.480
H: 4.746 -2.828 -0.845
H: 4.940 -5.568 -3.094
H: 3.814 -4.912 -4.276
H: 3.207 -5.831 -2.880
H: 1.650 -3.924 -3.965
H: 2.858 -2.927 -4.808
H: -0.055 -2.578 -5.258
H: 1.294 -1.633 -5.947
H: -0.384 -1.638 -7.314
H: -0.385 -0.035 -8.065
H: -1.911 -0.826 -7.660
H: -1.430 1.746 -5.066
H: -2.768 0.889 -5.857
H: -1.576 1.767 -6.833
F: -2.994 1.534 3.195
C: -1.976 2.223 2.616
C: -1.404 1.696 1.494
C: -0.307 2.320 0.897
C: 0.311 1.746 -0.288
O: -0.175 0.694 -0.796
C: 1.429 2.461 -0.805
C: 1.820 3.625 -0.216
N: 1.269 4.139 0.904
C: 1.783 5.382 1.441
C: 3.263 5.589 1.496
C: 2.494 5.387 2.764
C: 0.186 3.505 1.477
C: -0.449 4.044 2.599
C: -1.534 3.419 3.200
N: -2.138 4.018 4.318
C: -3.507 3.760 4.711
C: -3.601 2.714 5.822
N: -2.756 3.173 6.978
C: -1.338 3.436 6.562
C: -1.333 4.471 5.432
C: 2.236 2.026 -2.028
O: 3.073 2.806 -2.459
O: 1.965 0.858 -2.462
H: -1.785 0.775 1.076
H: 2.621 4.188 -0.675
H: 1.165 6.237 1.192
H: 3.639 6.574 1.260
H: 3.906 4.782 1.172
H: 2.336 6.235 3.417
H: 2.618 4.443 3.278
H: -0.113 4.995 2.982
H: -4.100 3.441 3.861
H: -3.941 4.701 5.071
H: -3.215 1.756 5.482
H: -4.626 2.588 6.166
H: -2.782 2.482 7.728
H: -3.154 4.037 7.352
H: -0.916 2.495 6.210
H: -0.777 3.784 7.428
H: -0.304 4.640 5.130
H: -1.731 5.422 5.806
C: -1.535 -4.944 -1.001
C: -2.304 -3.746 -1.587
C: -3.457 -3.352 -0.655
C: -2.838 -4.080 -2.990
C: -1.377 -2.618 -1.707
N: -0.591 -1.768 -1.808
H: -2.208 -5.791 -0.868
H: -1.105 -4.685 -0.032
H: -0.728 -5.247 -1.670
H: -4.123 -4.205 -0.530
H: -4.028 -2.523 -1.074
H: -3.081 -3.060 0.325
H: -3.456 -4.977 -2.946
H: -2.017 -4.262 -3.684
H: -3.442 -3.259 -3.375
N: 1.551 -1.354 0.228
C: 0.915 -1.742 1.450
C: -0.472 -1.676 1.558
C: -1.103 -2.062 2.730
C: -0.362 -2.512 3.814
C: 1.021 -2.564 3.718
C: 1.655 -2.183 2.544
H: 2.513 -1.088 0.390
H: 1.569 -2.126 -0.426
H: -1.039 -1.313 0.712
H: -2.183 -2.001 2.802
H: -0.857 -2.828 4.722
H: 1.608 -2.915 4.557
H: 2.735 -2.242 2.471

Cartesian forces (eV/Å) of the 6 atoms listed first:
V 1.5 -1.2 -0.7
C -0.1 0.0 0.0
N 0.1 0.2 0.1
C -0.1 0.0 -0.1
C 0.0 -0.2 0.0
O 0.0 0.0 -0.1

The lowest unoccupied orbital energy (spin up / spin down) is -4.578 / -4.583 eV. The energy above the lowest of the compared OMol25 structures with the same formula, charge and spin comes out at 17.51 kcal/mol. Its spin multiplicity is 2. The calculation puts the HOMO energy (spin up / spin down) at -9.995 / -9.116 eV. For the HOMO-LUMO gap (spin up / spin down), the calculation gives 5.417 / 4.533 eV. The expectation value of S² is 0.9019. Its total charge is +2.

Löwdin atomic charge list, values in e, 5 entries: 0.8781, -0.0115, -0.1305, -0.0254, -0.3936